Density functional theory data (ωB97M-V with the def2-TZVPD basis set) for the molecule C8H10N2O2 at a distorted geometry.

XYZ file:
```
22
C8H10N2O2 | OMol25 | ωB97M-V with the def2-TZVPD basis set
C 1.289 -0.887 -3.096
C -0.088 -0.359 -1.350
C 1.126 -0.086 -0.947
C -0.059 -0.868 -2.813
C 2.159 -0.593 -2.060
C -0.310 0.697 0.646
C -2.465 0.116 -0.675
C 1.691 -0.511 1.523
N -1.044 -0.020 -0.451
N 1.174 0.382 0.451
O -1.088 -1.045 -3.452
O 3.386 -0.661 -1.868
H 1.740 -1.262 -3.982
H -0.613 1.705 0.628
H -0.599 0.079 1.579
H -2.978 -0.044 0.205
H -2.835 1.109 -1.041
H -2.813 -0.740 -1.368
H 1.083 -1.326 1.548
H 2.703 -0.613 1.251
H 1.551 -0.065 2.520
H 1.814 1.267 0.575
```

The charge is 0. Its SMILES is CN1C[N@@H+](C)C2=C1C(=O)C=C2[O-]. Its HOMO-LUMO gap is 0.2536 hartree.